{"formula": "C7H12N5", "method": "ωB97M-V/def2-TZVPD", "symbols": ["C", "C", "C", "C", "C", "C", "C", "N", "N", "N", "N", "N", "H", "H", "H", "H", "H", "H", "H", "H", "H", "H", "H", "H"], "positions_angstrom": [[2.2465, 2.1165, 0.7799], [1.1745, 1.4283, 0.2027], [0.2007, 1.5340, -0.8100], [0.5179, -2.0492, -0.5688], [-1.7260, -1.4482, -0.6081], [0.0711, -0.6646, 1.1285], [-1.2501, -0.2887, 0.5028], [2.7471, 1.4140, 1.8253], [1.9895, 0.3790, 2.0335], [1.0998, 0.2993, 1.0622], [-0.5236, -1.5692, -1.3194], [-1.2016, 1.0457, -0.2311], [2.8123, 2.8885, 0.2248], [-0.0239, 2.4880, -1.3058], [0.4248, 0.8523, -1.6406], [1.4834, -1.9942, -0.9951], [0.2133, -2.9243, 0.0164], [-1.9437, -2.3813, 0.0020], [-2.6762, -1.2475, -1.1710], [0.0462, -1.2859, 1.9777], [-1.9491, -0.3219, 1.4022], [-0.2474, -0.9608, -1.9875], [-1.4962, 1.8501, 0.3539], [-1.9894, 0.8400, -0.8746]], "charge": 1, "lumo_ev": -3.59, "homo_energy_ev": -11.720}

{"formula": "C7H12NOP", "method": "ωB97M-V/def2-TZVPD", "symbols": ["C", "C", "C", "C", "C", "C", "C", "N", "O", "P", "H", "H", "H", "H", "H", "H", "H", "H", "H", "H", "H", "H"], "positions_angstrom": [[-0.9624, -0.4900, 0.1692], [2.0236, 0.6870, 0.4982], [1.7250, 0.4778, -0.9863], [-2.6110, 0.7797, 0.7101], [-3.0322, -0.1124, -0.4882], [1.5787, -0.4677, 1.3710], [1.5766, -1.0202, -1.1830], [-1.2559, 0.3451, 1.0664], [-1.8498, -0.8547, -0.7362], [0.5060, -1.5782, 0.2572], [3.0140, 0.7266, 0.4859], [1.4048, 1.6172, 0.9171], [0.7500, 0.9951, -1.3850], [2.4395, 0.8873, -1.6209], [-2.5547, 1.9142, 0.6181], [-3.1276, 0.5367, 1.5897], [-3.9336, -0.6921, -0.3844], [-3.1617, 0.4407, -1.5337], [2.4131, -1.1864, 1.5904], [1.0774, -0.1338, 2.2874], [1.3622, -1.4052, -2.2488], [2.6181, -1.4668, -0.9944]], "lumo_ev": 0.94, "homo_energy_ev": -8.685}

{"formula": "C7H12NS", "method": "ωB97M-V/def2-TZVPD", "symbols": ["C", "C", "C", "C", "C", "C", "C", "N", "S", "H", "H", "H", "H", "H", "H", "H", "H", "H", "H", "H", "H"], "positions_angstrom": [[-1.5452, 1.5759, -0.3457], [-2.1126, 2.7563, -0.2213], [-0.1026, -2.7638, 0.9008], [1.1326, -1.9379, 1.2449], [-0.3562, -0.6540, -0.5575], [-0.0575, -1.1584, 0.8697], [0.8209, 1.3771, 0.0924], [-0.3256, 0.8382, -0.6411], [-1.0014, -0.4000, 2.2123], [-3.1147, 3.0222, 0.3464], [-1.5450, 3.5907, -0.6612], [-0.4757, -3.1189, -0.0522], [-0.8111, -3.1318, 1.6251], [1.3610, -1.9816, 2.3631], [2.0524, -1.9073, 0.6524], [0.3495, -1.1012, -1.3497], [-1.3334, -1.0268, -0.6982], [1.7152, 0.7072, 0.1218], [1.3308, 2.2390, -0.3338], [0.4543, 1.5749, 1.0977], [-0.2530, 0.8694, -1.6811]], "charge": 1, "spin_multiplicity": 3, "lumo_ev": [-3.15, -5.63], "homo_energy_ev": [-12.603, -12.780]}

Quick rundown of energy, same order as above: -547.304836 -745.203656 -726.368942 Ha
Quick rundown of relative energy (zero: lowest compared OMol25 entry of this formula, charge and spin), same order as above: 93.7 0.0 50.4 kcal per mole